{
  "formula": "C66H148BF4N8O10",
  "method": "the ωB97M-V functional and the def2-TZVPD basis",
  "e_lumo_ev": -4.80,
  "e_homo_ev": -9.51,
  "spin_multiplicity": 1,
  "total_charge": 3,
  "gap_ev": 4.710,
  "energy_ev": -114750.4030,
  "elements": ["C", "C", "C", "N", "C", "C", "C", "C", "C", "H", "H", "H", "H", "H", "H", "H", "H", "H", "H", "H", "H", "H", "H", "H", "H", "H", "H", "C", "C", "C", "N", "C", "C", "C", "C", "C", "H", "H", "H", "H", "H", "H", "H", "H", "H", "H", "H", "H", "H", "H", "H", "H", "H", "H", "C", "C", "C", "N", "C", "C", "C", "C", "C", "H", "H", "H", "H", "H", "H", "H", "H", "H", "H", "H", "H", "H", "H", "H", "H", "H", "H", "C", "C", "C", "N", "C", "C", "C", "C", "C", "H", "H", "H", "H", "H", "H", "H", "H", "H", "H", "H", "H", "H", "H", "H", "H", "H", "H", "C", "C", "C", "N", "C", "C", "C", "C", "C", "H", "H", "H", "H", "H", "H", "H", "H", "H", "H", "H", "H", "H", "H", "H", "H", "H", "H", "C", "C", "C", "N", "C", "C", "C", "C", "C", "H", "H", "H", "H", "H", "H", "H", "H", "H", "H", "H", "H", "H", "H", "H", "H", "H", "H", "C", "N", "C", "C", "C", "C", "O", "H", "H", "H", "H", "H", "H", "H", "H", "H", "H", "H", "H", "H", "H", "C", "N", "C", "C", "C", "C", "O", "H", "H", "H", "H", "H", "H", "H", "H", "H", "H", "H", "H", "H", "H", "B", "F", "F", "F", "F", "C", "C", "O", "O", "H", "H", "H", "C", "C", "O", "O", "H", "H", "H", "C", "C", "O", "O", "H", "H", "H", "C", "C", "O", "O", "H", "H", "H"],
  "positions_angstrom": [[5.78798, 10.41933, 1.86665], [5.34985, 9.87550, 0.55464], [3.88332, 9.66931, 0.18650], [3.24258, 8.38518, 0.69504], [2.84801, 8.65799, 2.18852], [1.98239, 8.03292, -0.10314], [1.69796, 6.49896, 0.28572], [3.16222, 5.98877, 0.36550], [4.14573, 7.09413, 0.71013], [5.48479, 11.46104, 1.97148], [6.86538, 10.48618, 2.01781], [5.29539, 9.95671, 2.72190], [5.89103, 8.93099, 0.49882], [5.80356, 10.26056, -0.35858], [3.83516, 9.61536, -0.90110], [3.27280, 10.54252, 0.41647], [2.24286, 7.82731, 2.55167], [2.26332, 9.57648, 2.23967], [3.69054, 8.80360, 2.86455], [1.23693, 8.76733, 0.20187], [2.32228, 7.98649, -1.13776], [1.22861, 6.35948, 1.25956], [1.05937, 5.92214, -0.38331], [3.29070, 5.01360, 0.83523], [3.50331, 5.68331, -0.62367], [4.79932, 6.98177, 1.57518], [4.76237, 7.22144, -0.17961], [10.96118, -4.18376, 5.09625], [9.72415, -4.73952, 5.66556], [8.56926, -4.06616, 4.98455], [7.17443, -4.53421, 5.24638], [7.02963, -6.01419, 4.92875], [6.19376, -3.61675, 4.41257], [5.13096, -3.10501, 5.49627], [5.33499, -3.96778, 6.73754], [6.80531, -4.24493, 6.71034], [11.77953, -4.38898, 5.78639], [11.08072, -3.11827, 4.89990], [11.08872, -4.81188, 4.21461], [9.66990, -4.50440, 6.72852], [9.76722, -5.81714, 5.50760], [8.74198, -4.26162, 3.92622], [8.57929, -3.02022, 5.29115], [7.62143, -6.53854, 5.67902], [7.46628, -6.20798, 3.94900], [5.99836, -6.36657, 4.94926], [5.63537, -4.31148, 3.78515], [6.63438, -2.83214, 3.79746], [4.17156, -3.39285, 5.06641], [5.13765, -2.05411, 5.78552], [4.85011, -4.93995, 6.64863], [4.74538, -3.48718, 7.51823], [7.17716, -5.04905, 7.34535], [7.26549, -3.31562, 7.04606], [-2.93223, 6.58524, 6.00391], [-3.78336, 6.13461, 4.94308], [-4.04981, 4.60584, 5.00667], [-5.47467, 4.17096, 5.49562], [-6.61235, 4.98231, 4.68506], [-5.70007, 4.30284, 7.01627], [-6.23454, 2.98028, 7.52403], [-5.68648, 1.87061, 6.64716], [-5.51990, 2.63369, 5.29890], [-2.23186, 5.79719, 6.28060], [-3.46869, 6.99409, 6.86016], [-2.30884, 7.42283, 5.69096], [-3.19344, 6.20176, 4.02898], [-4.61556, 6.83322, 4.85657], [-3.39315, 3.96023, 5.58981], [-4.15035, 4.24722, 3.98228], [-7.51961, 4.37825, 4.67576], [-6.29061, 5.10475, 3.65085], [-6.67283, 5.96268, 5.15765], [-6.42918, 5.07616, 7.25806], [-4.68585, 4.41921, 7.39822], [-7.31323, 3.13310, 7.55825], [-5.99912, 2.86971, 8.58254], [-6.48581, 1.13103, 6.60021], [-4.74153, 1.38374, 6.88820], [-6.52071, 2.56148, 4.87313], [-4.79304, 2.28146, 4.56699], [0.99101, 4.71053, -5.32445], [0.04970, 5.54081, -6.29294], [0.00363, 7.11101, -5.90908], [-1.10748, 7.93007, -6.61678], [-2.52818, 7.33607, -6.17410], [-1.05966, 9.48524, -6.44389], [-1.76404, 10.10648, -7.67013], [-1.62389, 9.07392, -8.80520], [-0.84633, 7.91225, -8.15572], [0.95035, 3.62169, -5.29488], [0.80137, 5.03863, -4.30245], [2.03006, 5.00355, -5.47477], [-0.92250, 5.13700, -6.01032], [0.25466, 5.36209, -7.34847], [0.93056, 7.62846, -6.15637], [-0.07401, 7.27596, -4.83443], [-2.58490, 6.45911, -6.81894], [-3.25310, 8.08935, -6.48259], [-2.57346, 7.15219, -5.10068], [-1.46054, 9.62080, -5.43940], [-0.01416, 9.79314, -6.45890], [-2.83218, 10.20093, -7.47454], [-1.40613, 11.03487, -8.11521], [-2.57901, 8.75966, -9.22602], [-0.97686, 9.47008, -9.58783], [-1.13817, 7.03336, -8.73062], [0.23384, 8.05691, -8.13590], [-2.57529, -11.35808, -4.49651], [-2.67394, -10.26655, -3.46999], [-3.95360, -9.35424, -3.68823], [-4.32647, -8.30106, -2.58680], [-3.13489, -7.29818, -2.41514], [-4.64016, -8.97738, -1.24715], [-5.99883, -8.38488, -0.89504], [-6.76514, -8.31707, -2.18450], [-5.70684, -7.71468, -3.11898], [-1.81425, -12.10211, -4.73171], [-2.81540, -11.03099, -5.50817], [-3.40751, -12.05188, -4.37754], [-1.67987, -9.82995, -3.56640], [-2.79505, -10.72647, -2.48921], [-4.85470, -9.93900, -3.87309], [-3.80414, -8.61763, -4.47764], [-2.89574, -6.69984, -3.29429], [-2.27521, -7.94465, -2.23866], [-3.39577, -6.69642, -1.54456], [-3.76245, -8.77317, -0.63395], [-4.78796, -10.05730, -1.24446], [-5.86630, -7.39958, -0.44814], [-6.50835, -9.04081, -0.18918], [-7.67793, -7.72173, -2.20628], [-7.02411, -9.34846, -2.42383], [-5.70366, -6.64267, -2.92176], [-5.90307, -7.75989, -4.19022], [1.97671, -5.04583, -4.68981], [3.48803, -4.88787, -4.80774], [4.28521, -4.92456, -3.46316], [5.84553, -4.61661, -3.72886], [6.53227, -5.42782, -4.95249], [6.07131, -3.12458, -3.79531], [7.58514, -3.06924, -3.63104], [8.02188, -4.23211, -2.67061], [6.72107, -4.97574, -2.44332], [1.38011, -5.03847, -5.60201], [1.48361, -4.24876, -4.13335], [1.83049, -6.02925, -4.24304], [3.56154, -3.97157, -5.39349], [3.82008, -5.59519, -5.56769], [4.26554, -5.91121, -3.00031], [3.92972, -4.14105, -2.79394], [6.20540, -5.02733, -5.91211], [6.29172, -6.48247, -4.81851], [7.57918, -5.12449, -4.94432], [5.68064, -2.62560, -4.68215], [5.69153, -2.63290, -2.89970], [8.10411, -3.32440, -4.55496], [8.05831, -2.17568, -3.22391], [8.84008, -4.73397, -3.18712], [8.49733, -3.94077, -1.73404], [6.83535, -6.05961, -2.46018], [6.25052, -4.50282, -1.58133], [-0.60820, -0.13885, -1.04131], [-0.68499, -0.93076, 0.32183], [-0.90674, -0.01164, 1.49867], [-1.83183, -1.97891, 0.27643], [0.70627, -1.70242, 0.48881], [2.03254, -0.89262, 0.40487], [2.32795, -0.19272, -0.75194], [0.29373, 0.47169, -0.99843], [-1.59244, 0.28173, -1.24747], [-0.52871, -0.83690, -1.87469], [-0.86038, -0.54211, 2.44974], [-1.76483, 0.65037, 1.38243], [-0.07906, 0.69628, 1.54220], [-1.88954, -2.58386, 1.18131], [-1.51672, -2.62343, -0.54418], [-2.70690, -1.43906, -0.08538], [0.82434, -2.55596, -0.17874], [0.69863, -2.19868, 1.45927], [2.90680, -1.48076, 0.68391], [2.07573, -0.15676, 1.20783], [3.15092, 0.25300, -0.53826], [-11.07820, -2.74209, 2.12195], [-9.84226, -1.96500, 1.55014], [-8.67736, -2.75267, 2.00727], [-10.00862, -2.18310, 0.03215], [-9.79440, -0.52665, 2.07823], [-8.88117, 0.38503, 1.28700], [-7.51671, -0.00002, 1.26403], [-12.01439, -2.38593, 1.69209], [-11.29696, -2.72271, 3.18960], [-10.96067, -3.79220, 1.85449], [-8.73560, -2.50766, 3.06778], [-7.84089, -2.20071, 1.57859], [-8.69448, -3.80576, 1.72651], [-10.12085, -3.25722, -0.11539], [-9.02655, -2.07463, -0.42812], [-10.78845, -1.50265, -0.30987], [-9.59357, -0.58048, 3.14821], [-10.77845, -0.05930, 2.04165], [-8.72561, 1.27654, 1.89455], [-9.26055, 0.64216, 0.29804], [-6.99539, 0.73363, 0.92998], [0.55428, 1.00413, 6.51327], [-0.63889, 1.53866, 6.94709], [0.95361, 1.62766, 5.44704], [1.52044, 0.90720, 7.48155], [0.19976, -0.20043, 6.19589], [9.15513, 1.67094, 0.93707], [7.69407, 1.86658, 0.70626], [7.19799, 2.95322, 0.95965], [7.11325, 0.80554, 0.30182], [9.45059, 0.80311, 1.52671], [9.65937, 2.55365, 1.33036], [9.49829, 1.49348, -0.08216], [1.69414, -7.97041, 2.62553], [2.06743, -7.08857, 1.44277], [3.31594, -6.77489, 1.22581], [1.14023, -6.79810, 0.68234], [2.39759, -8.78573, 2.79441], [0.68488, -8.34994, 2.78508], [1.87396, -7.37047, 3.51763], [-4.03744, 6.14255, -0.51656], [-3.73026, 4.72407, -0.98207], [-2.99414, 4.57247, -1.96114], [-4.32358, 3.74378, -0.44017], [-4.17379, 6.94730, -1.23897], [-3.05800, 6.51780, -0.21989], [-4.60237, 6.39461, 0.38089], [-3.19828, -2.61915, -7.63168], [-3.74779, -3.13526, -6.31506], [-3.30851, -2.58297, -5.27661], [-4.56450, -4.00016, -6.40342], [-2.79156, -1.61135, -7.71549], [-4.04992, -2.71829, -8.30472], [-2.42881, -3.19946, -8.14081]],
  "atomic_forces_ev_per_a": [[-0.592, 2.152, 0.896], [0.819, -1.941, -1.066], [0.557, -0.363, -0.668], [0.092, 0.278, 2.878], [-0.463, -0.166, -0.725], [0.551, -2.124, 1.281], [1.279, 1.219, 0.695], [-0.147, -1.467, -1.245], [-0.727, 1.039, -1.351], [-0.156, 0.283, -0.062], [-0.053, -0.606, -0.174], [0.412, -0.387, -0.077], [-0.477, -0.693, -0.067], [0.060, 1.188, 0.380], [0.033, -0.297, -0.053], [-0.248, -0.276, 0.518], [0.143, 0.015, -0.138], [-0.099, -0.091, -0.280], [0.230, -0.315, -0.611], [-0.086, -0.120, -0.636], [-0.450, 0.650, -0.085], [-0.068, 0.490, 0.086], [0.283, 0.405, -0.430], [-0.088, 0.434, 0.945], [-0.470, 0.093, -0.430], [-0.503, 0.350, 0.170], [0.329, 0.072, 0.338], [1.978, -0.440, -0.364], [-1.411, 0.193, 1.718], [0.065, -0.457, -0.517], [-0.721, 0.903, 0.338], [0.414, 0.489, 0.238], [-1.651, -0.660, 1.725], [0.217, -1.101, -1.226], [-1.163, -1.078, -1.131], [0.410, 0.568, 0.922], [0.167, -0.273, -0.177], [-0.708, -0.010, -0.220], [0.775, 0.685, -0.455], [-0.048, -0.370, 0.245], [-0.296, -0.011, 0.254], [-0.269, 0.734, -0.271], [0.018, 0.081, -0.617], [-0.155, -0.061, -0.090], [-0.152, 0.149, -0.007], [0.030, 0.389, 0.060], [0.309, 0.088, -0.232], [0.594, -0.298, 0.396], [-0.178, 0.665, 0.081], [0.293, -0.007, -0.518], [-0.366, -0.067, -0.363], [1.161, 0.030, 0.743], [-0.132, -0.041, -0.169], [0.688, -0.060, -0.439], [2.096, 1.379, 2.333], [-0.343, -1.586, -1.667], [-2.844, 0.417, -0.552], [-0.385, 0.202, 0.137], [1.835, -1.265, 0.659], [0.920, -0.300, -0.378], [-0.044, 0.739, 1.094], [0.107, 0.904, -0.959], [-2.465, -0.005, -0.560], [0.021, 0.143, 0.457], [0.023, -0.465, 0.315], [0.027, 0.076, -0.123], [-0.276, 0.195, -0.327], [-0.446, -0.639, -0.371], [0.437, 0.505, -0.072], [0.631, -0.111, -0.024], [0.023, 0.292, 0.460], [0.226, -0.122, 0.098], [-0.315, -0.322, 0.004], [0.689, 0.396, -0.162], [-0.221, 0.685, 0.267], [-0.275, -0.929, -0.532], [0.325, -0.021, -0.020], [0.378, -0.275, -0.493], [-0.134, 0.288, 0.702], [0.166, -0.441, -0.620], [0.104, 0.212, 0.351], [0.545, 1.823, -0.023], [-0.325, 0.297, 1.847], [0.320, -0.439, -0.649], [-0.833, -0.499, -0.759], [1.716, 1.099, -1.690], [0.426, -0.690, 0.325], [-1.164, -0.797, -0.203], [1.123, -0.383, 0.903], [-0.667, -0.093, 0.082], [-0.500, 0.180, -0.669], [-0.330, -0.056, 0.115], [0.161, -0.181, -0.259], [-0.299, 0.112, -0.565], [0.018, 0.169, 0.130], [0.128, -0.163, -0.373], [-0.558, -0.303, 0.020], [-0.467, -0.105, 0.562], [-0.076, -0.211, 0.091], [0.275, -0.097, -0.200], [-0.185, 0.616, -0.253], [0.111, -0.309, 0.204], [0.073, 0.381, 0.166], [0.264, 0.223, 1.117], [0.164, -0.012, 0.057], [-0.294, -0.080, -0.192], [0.328, -0.611, 0.892], [-0.079, 0.005, -0.633], [-2.720, -1.730, -2.103], [-0.046, 0.131, 0.417], [1.572, 1.039, 0.009], [-0.028, -1.314, -1.707], [-1.029, -1.211, 0.144], [-0.233, 0.819, -0.315], [0.035, 0.224, 1.599], [0.876, -0.395, -0.835], [0.129, 0.807, 1.192], [1.129, 0.795, 1.209], [0.165, 0.758, -0.129], [-0.426, -0.127, 0.370], [-0.386, 1.141, 0.651], [0.362, 0.062, 0.176], [0.158, -0.080, 0.088], [0.106, -0.741, -0.697], [-0.726, -0.044, -0.121], [-0.052, 0.190, 0.357], [0.264, 0.074, -0.189], [-0.481, 0.105, 0.438], [0.443, -0.059, -0.998], [-0.143, 0.096, 0.095], [0.082, 0.211, 0.244], [0.150, 0.003, 0.246], [-0.128, 0.014, -0.496], [0.401, 0.072, 0.142], [0.662, -0.705, 0.028], [-0.385, -0.752, 0.836], [-0.213, 0.708, -0.975], [1.132, 0.017, -2.147], [-0.567, -0.732, 0.603], [-1.026, 1.900, 1.123], [1.556, 0.007, 0.350], [1.760, -0.127, 0.290], [0.031, 0.478, -0.623], [-0.071, -0.029, -1.623], [0.752, -0.107, -0.505], [0.286, -0.156, 0.579], [-0.638, 0.142, 0.364], [0.812, 0.646, 0.576], [0.338, -0.573, 0.521], [-0.164, 0.138, 0.073], [0.226, -0.196, 0.124], [-0.692, -0.146, 0.234], [0.273, 0.234, 0.004], [-0.093, -0.826, 0.456], [-0.008, -0.432, -0.032], [-0.688, -0.388, -0.061], [-0.209, 0.653, -0.225], [-0.709, 0.437, -0.405], [-0.394, -0.705, 0.059], [-0.494, 0.398, 0.066], [-0.414, 0.117, 0.572], [-0.474, -0.681, -0.068], [-0.677, -1.313, 0.849], [0.905, -0.880, -0.451], [1.173, 0.743, -0.310], [1.766, 0.729, -1.503], [0.540, 0.280, -0.069], [-0.417, 0.686, 2.208], [-0.325, 0.022, -1.423], [-0.606, 0.294, -0.015], [0.269, 0.817, 0.560], [0.476, -0.466, 0.346], [-0.392, -0.253, -0.237], [-0.376, -0.655, -0.199], [0.230, -0.138, -0.144], [-0.137, 0.574, 0.096], [-0.229, -0.234, 0.061], [-0.185, -0.154, 0.643], [-0.899, 0.284, -0.652], [-0.188, 0.408, 0.255], [-0.441, -1.114, -0.098], [-0.600, 0.111, 0.517], [0.317, 0.296, -0.386], [-0.494, 0.260, -0.299], [-2.960, -1.986, -0.273], [0.697, 1.935, 0.510], [1.250, 0.407, 0.960], [0.011, -0.384, -0.736], [1.302, 1.188, 1.042], [0.158, -1.684, -0.367], [0.301, 0.228, -0.466], [1.043, 0.537, 0.225], [0.140, 0.205, -0.118], [0.759, -1.039, 0.224], [0.412, -0.524, 0.174], [-0.297, 0.268, 0.146], [-1.008, 0.187, 0.124], [-0.082, 1.025, -0.087], [0.139, -0.479, -0.348], [0.522, -0.213, -0.140], [-0.254, -0.413, -0.407], [-1.614, 0.614, -0.085], [-0.141, -0.177, -0.017], [0.123, 0.116, -0.193], [-0.478, 0.280, 2.745], [-1.862, 2.272, 1.463], [1.995, 3.079, -4.001], [1.168, 0.703, 1.337], [-1.094, -6.292, -1.859], [1.455, 0.290, -0.466], [-0.741, -2.439, 0.518], [-0.948, 1.795, 0.029], [-0.279, 0.372, -0.195], [-0.386, -0.080, 0.012], [-0.074, 0.048, -0.004], [0.605, -0.069, -0.013], [1.002, 0.079, 1.674], [2.278, -0.178, -1.474], [-2.079, -0.590, 1.288], [-1.161, 0.669, -0.593], [0.077, -0.157, -0.426], [-0.121, 0.184, -0.870], [0.037, 0.308, 0.262], [1.681, 1.579, 0.810], [-2.076, -1.957, -0.477], [1.341, 1.075, -0.772], [-0.051, 0.799, 1.114], [-0.827, -0.604, -0.721], [0.691, -0.145, 0.421], [-0.658, -0.773, -0.170], [-0.110, 0.308, -1.844], [2.987, 2.830, 0.659], [0.375, 0.234, 0.878], [-3.018, -3.475, -0.109], [-0.297, 0.242, 0.650], [-0.001, 0.323, -0.328], [0.132, -0.676, 0.494]],
  "lowdin_charge": [-0.0892, -0.2395, -0.1198, -0.2327, 0.0429, -0.0573, -0.1068, -0.1565, -0.0579, 0.0819, 0.0948, 0.0614, 0.1013, 0.1256, 0.1241, 0.1373, 0.1013, 0.1051, 0.0894, 0.1327, 0.1292, 0.0983, 0.1164, 0.1310, 0.1131, 0.1458, 0.1251, -0.1056, -0.2707, -0.1696, -0.2371, 0.0397, -0.0153, -0.1211, -0.1685, -0.1106, 0.0907, 0.0960, 0.0907, 0.1201, 0.1199, 0.1416, 0.1470, 0.1000, 0.1149, 0.1147, 0.1199, 0.1323, 0.1157, 0.1232, 0.1135, 0.1364, 0.1378, 0.1412, -0.1330, -0.2479, -0.0732, -0.2146, 0.0698, -0.0905, -0.1710, -0.1154, -0.0871, 0.0940, 0.0881, 0.0870, 0.1210, 0.1171, 0.1433, 0.1195, 0.0938, 0.1018, 0.0917, 0.1325, 0.1371, 0.1189, 0.1313, 0.1158, 0.1274, 0.1060, 0.1332, -0.0820, -0.1671, -0.1022, -0.2287, 0.0864, -0.0756, -0.1391, -0.1429, -0.1014, 0.0804, 0.0628, 0.0664, 0.0942, 0.1029, 0.1162, 0.1227, 0.0989, 0.0951, 0.1110, 0.1316, 0.1279, 0.1090, 0.1242, 0.1212, 0.1220, 0.1338, 0.1291, -0.1256, -0.2117, -0.0822, -0.2151, 0.0631, -0.0978, -0.1821, -0.1578, -0.0631, 0.0889, 0.0807, 0.0737, 0.1128, 0.1050, 0.1336, 0.1287, 0.1162, 0.0958, 0.1041, 0.1331, 0.1350, 0.1178, 0.1240, 0.1272, 0.1209, 0.1313, 0.1384, -0.1027, -0.2471, -0.0353, -0.1995, 0.0759, -0.1137, -0.1521, -0.1586, -0.0695, 0.0839, 0.0769, 0.0778, 0.1041, 0.1012, 0.1336, 0.1274, 0.1002, 0.1104, 0.0768, 0.1378, 0.1371, 0.0988, 0.1285, 0.1100, 0.1203, 0.1334, 0.1403, 0.0544, -0.2979, 0.0018, 0.0258, -0.0457, -0.2540, -0.0638, 0.0885, 0.1089, 0.1080, 0.1144, 0.1093, 0.0993, 0.1082, 0.0978, 0.1034, 0.1322, 0.1346, 0.1342, 0.1185, 0.1099, 0.0092, -0.3287, -0.0020, 0.0387, -0.0768, -0.2220, -0.0663, 0.1076, 0.1109, 0.1010, 0.1138, 0.0962, 0.1208, 0.1068, 0.1117, 0.1209, 0.1394, 0.1440, 0.1312, 0.1336, 0.1076, -1.6131, 0.0927, 0.2033, 0.1305, 0.1879, -0.0687, -0.8584, -0.0770, -0.1677, 0.0577, 0.0611, 0.0634, -0.0651, -0.7984, -0.1855, -0.1093, 0.0591, 0.0568, 0.0514, -0.0647, -0.8289, -0.0960, -0.1437, 0.0559, 0.0414, 0.0464, -0.0646, -0.8925, -0.1429, -0.0549, 0.0511, 0.0576, 0.0522]
}